47
Properties=species:S:1:pos:R:3:nbo_charge:R:1 method="wB97M-V/def2-TZVPD" gap_ev=9.829 max_force_ev_per_a=1.06
C 3.205 2.152 1.085 -0.2490
O 3.183 0.749 1.039 -0.5573
C 4.343 0.216 0.435 -0.0628
C 4.260 -1.307 0.401 -0.4238
C 3.440 -1.834 -0.781 -0.2207
N 2.036 -1.526 -0.678 -0.6122
C 1.434 -0.563 -1.392 0.6855
O 1.992 0.138 -2.210 -0.6412
C -0.087 -0.499 -1.138 -0.1539
C -0.667 0.852 -1.565 -0.4161
C -0.293 1.934 -0.557 -0.4049
C -0.761 1.529 0.838 -0.4173
C -0.116 0.196 1.216 -0.2534
N -0.387 -0.833 0.235 -0.6992
S -1.612 -1.903 0.527 2.3443
O -1.545 -2.248 1.916 -0.9398
O -1.490 -2.941 -0.455 -0.9440
C -3.161 -1.039 0.238 -0.3544
C -3.701 -1.025 -1.034 -0.1638
C -4.871 -0.324 -1.272 -0.2814
C -5.466 0.346 -0.215 0.4139
F -6.600 1.034 -0.439 -0.3157
C -4.939 0.327 1.067 -0.2712
C -3.769 -0.378 1.289 -0.1770
H 2.300 2.470 1.597 0.1879
H 3.230 2.580 0.075 0.1745
H 4.081 2.514 1.638 0.1688
H 4.447 0.614 -0.585 0.1775
H 5.226 0.530 1.017 0.1658
H 3.818 -1.649 1.338 0.2123
H 5.270 -1.710 0.324 0.2139
H 3.795 -1.379 -1.709 0.2241
H 3.556 -2.920 -0.847 0.1996
H 1.484 -2.011 0.013 0.4142
H -0.519 -1.305 -1.744 0.2581
H -0.258 1.097 -2.546 0.2444
H -1.755 0.778 -1.644 0.2034
H 0.791 2.054 -0.558 0.2095
H -0.743 2.884 -0.848 0.2122
H -0.479 2.286 1.572 0.2128
H -1.850 1.435 0.846 0.1999
H -0.488 -0.182 2.168 0.2342
H 0.970 0.319 1.282 0.2356
H -3.210 -1.579 -1.818 0.2445
H -5.323 -0.292 -2.250 0.2389
H -5.444 0.852 1.862 0.2369
H -3.326 -0.439 2.270 0.2467

***

54
Properties=species:S:1:pos:R:3:nbo_charge:R:1 method="wB97M-V/def2-TZVPD" gap_ev=5.805 max_force_ev_per_a=0.50 total_charge=+2
Ta 3.405 2.754 0.827 2.0979
C 5.128 0.124 -1.838 -0.6613
C 4.641 0.198 -0.413 0.1971
C 4.341 -1.145 0.223 -0.6395
O 3.350 1.016 -0.366 -0.7800
C 5.595 0.985 0.487 0.7663
O 6.762 0.986 0.467 -0.3910
O 4.812 1.714 1.433 -0.7532
H 4.431 -0.460 -2.442 0.2413
H 6.089 -0.389 -1.844 0.2817
H 5.270 1.115 -2.267 0.2555
H 3.613 -1.686 -0.381 0.2520
H 3.956 -1.030 1.236 0.2334
H 5.262 -1.726 0.262 0.2684
H 2.898 0.976 -1.228 0.5638
I 2.790 4.045 3.305 0.5618
C 0.840 3.191 3.262 -0.7644
I 0.876 1.620 1.728 0.5266
H 0.150 3.976 2.974 0.2584
H 0.618 2.777 4.240 0.2596
C -4.540 -0.507 2.699 -0.6092
C -3.143 -0.322 2.119 -0.4107
C -2.704 -1.571 1.364 -0.2398
N -1.352 -1.441 0.787 -0.5451
C -0.929 -0.628 -0.164 0.3959
S 0.793 -0.386 -0.329 -0.3729
N -1.740 0.047 -0.981 -0.6548
C -3.171 -0.082 -1.310 0.6953
O -3.811 0.926 -1.281 -0.4831
C -3.632 -1.398 -1.778 -0.2341
C -2.749 -2.403 -2.176 -0.1276
C -3.249 -3.614 -2.625 -0.2250
C -4.621 -3.822 -2.672 -0.1495
C -5.502 -2.818 -2.285 -0.1871
C -5.012 -1.603 -1.846 -0.1527
H -4.858 0.381 3.241 0.2333
H -4.573 -1.352 3.389 0.2179
H -5.269 -0.689 1.907 0.2180
H -2.423 -0.121 2.920 0.1944
H -3.136 0.537 1.443 0.2073
H -3.418 -1.827 0.585 0.2302
H -2.658 -2.429 2.034 0.2322
H -0.605 -1.918 1.269 0.4287
H -1.296 0.804 -1.481 0.4393
H -1.679 -2.238 -2.164 0.2044
H -2.571 -4.392 -2.947 0.2336
H -5.007 -4.770 -3.022 0.2378
H -6.570 -2.984 -2.336 0.2388
H -5.681 -0.804 -1.552 0.2451
O 4.429 5.727 -1.393 -0.7596
S 4.122 4.623 -0.601 2.5082
O 2.615 4.227 -0.391 -0.9346
O 4.518 4.579 0.876 -0.9192
O 4.595 3.225 -0.963 -0.9299

***

54
Properties=species:S:1:pos:R:3:nbo_charge:R:1 method="wB97M-V/def2-TZVPD" gap_ev=6.398 max_force_ev_per_a=1.21 total_charge=+2
Ta 0.352 -0.105 0.272 1.8534
C -0.780 -2.717 3.170 -0.6454
C -1.063 -1.251 2.903 0.1708
C -2.269 -0.701 3.628 -0.6316
O -1.245 -1.054 1.436 -0.7594
C 0.173 -0.402 3.154 0.7720
O 0.416 0.210 4.136 -0.4729
O 1.003 -0.408 2.064 -0.7900
H -1.652 -3.320 2.913 0.2409
H -0.585 -2.857 4.232 0.2691
H 0.087 -3.065 2.609 0.2434
H -3.145 -1.321 3.442 0.2402
H -2.477 0.327 3.330 0.2212
H -2.067 -0.703 4.698 0.2720
H -1.797 -1.751 1.048 0.5471
I -0.364 2.618 0.802 0.6001
C -2.388 2.415 0.133 -0.7350
I -2.262 0.675 -1.085 0.5081
H -2.654 3.269 -0.482 0.2708
H -3.072 2.259 0.959 0.2599
C 4.817 -0.100 6.012 -0.6080
C 3.868 0.296 4.887 -0.4146
C 4.538 1.312 3.968 -0.2377
N 3.749 1.618 2.757 -0.5251
C 3.488 0.871 1.706 0.4374
S 2.410 1.577 0.469 -0.1308
N 3.998 -0.311 1.428 -0.6487
C 5.015 -1.155 2.099 0.7043
O 4.644 -2.213 2.504 -0.4797
C 6.384 -0.633 2.111 -0.2562
C 6.765 0.474 1.351 -0.1181
C 8.078 0.908 1.387 -0.2259
C 9.005 0.245 2.183 -0.1398
C 8.628 -0.860 2.936 -0.1999
C 7.321 -1.307 2.899 -0.1328
H 4.337 -0.797 6.696 0.2346
H 5.129 0.770 6.590 0.2182
H 5.713 -0.582 5.620 0.2112
H 2.952 0.731 5.288 0.2199
H 3.574 -0.586 4.324 0.2045
H 5.538 1.001 3.674 0.2315
H 4.643 2.265 4.485 0.2322
H 3.297 2.525 2.742 0.4297
H 3.547 -0.800 0.659 0.4583
H 6.053 0.980 0.712 0.2051
H 8.385 1.754 0.788 0.2362
H 10.030 0.588 2.209 0.2391
H 9.358 -1.375 3.544 0.2412
H 7.011 -2.174 3.466 0.2446
O 1.790 -2.142 -2.649 -0.7711
S 1.285 -1.397 -1.586 2.5180
O 1.054 0.108 -1.723 -0.9169
O -0.102 -1.735 -0.984 -0.9461
O 2.023 -1.370 -0.242 -0.9490

***

50
Properties=species:S:1:pos:R:3:nbo_charge:R:1 method="wB97M-V/def2-TZVPD" gap_ev=5.481 max_force_ev_per_a=0.72
Pt 0.227 1.022 -0.440 0.3747
N 0.372 4.019 2.582 -0.7795
C 0.800 2.748 2.524 0.7085
O 1.453 2.301 1.582 -0.6677
C 0.453 1.866 3.715 -0.5183
C -0.410 0.677 3.318 -0.2277
H 0.371 4.522 1.705 0.4208
H -0.398 4.233 3.194 0.4014
H -0.107 2.425 4.464 0.2386
H 1.377 1.545 4.198 0.2337
H -1.266 1.024 2.737 0.2920
H -0.740 0.150 4.214 0.2188
C 1.733 -1.796 -3.801 -0.6397
C 0.998 -0.838 -2.897 -0.1938
S 1.725 -0.547 -1.324 -0.3617
C -0.148 -0.266 -3.280 -0.2337
C -0.803 -0.529 -4.610 -0.6419
S -1.032 0.876 -2.271 -0.0716
H 2.587 -2.235 -3.287 0.2206
H 2.108 -1.289 -4.694 0.2154
H 1.085 -2.609 -4.139 0.2074
H -1.079 -1.582 -4.715 0.2112
H -0.139 -0.275 -5.439 0.2160
H -1.714 0.059 -4.722 0.2237
O -2.577 -1.630 -1.045 -0.7434
C -1.550 -2.576 -1.121 0.0678
N -1.641 -3.565 -0.055 -0.6007
C -0.945 -3.612 1.093 0.6561
O -1.017 -4.517 1.903 -0.5955
C -0.031 -2.454 1.415 -0.1332
C 1.347 -2.574 1.284 -0.0408
C 2.169 -1.577 1.775 -0.2217
C 1.611 -0.479 2.386 0.0925
N 0.274 -0.359 2.483 -0.2717
C -0.537 -1.320 1.993 0.1165
H -2.192 -0.743 -0.963 0.5036
H -0.563 -2.111 -1.099 0.2090
H -1.658 -3.132 -2.054 0.1705
H -2.264 -4.349 -0.186 0.4095
H 1.768 -3.455 0.818 0.2459
H 3.242 -1.629 1.667 0.2514
H 2.197 0.334 2.763 0.2441
H -1.598 -1.141 2.106 0.2491
C -0.050 4.165 -1.083 -0.2695
O -1.022 3.729 -0.128 -0.5697
C -1.086 2.413 0.255 0.5123
O -1.898 2.201 1.143 -0.7031
H -0.435 5.092 -1.502 0.1911
H 0.096 3.436 -1.873 0.2150
H 0.908 4.350 -0.590 0.1679

***

47
Properties=species:S:1:pos:R:3:nbo_charge:R:1 method="wB97M-V/def2-TZVPD" gap_ev=8.723 max_force_ev_per_a=0.87
C -1.445 -2.560 -2.606 -0.2526
O -0.272 -2.388 -1.846 -0.4988
C -0.403 -2.061 -0.531 0.3350
C -1.606 -1.837 0.113 -0.3171
C -1.640 -1.464 1.455 -0.0466
C -2.965 -1.128 2.089 -0.2348
N -3.318 0.271 1.876 -0.5923
C -3.750 0.646 0.646 0.5200
N -4.241 -0.137 -0.297 -0.5662
C -4.601 0.728 -1.270 0.1463
N -4.367 1.983 -1.002 -0.3024
N -3.811 1.938 0.233 -0.3931
C -0.453 -1.317 2.148 -0.2223
C 0.763 -1.554 1.521 -0.2807
C 0.804 -1.930 0.191 0.2340
O 1.945 -2.183 -0.524 -0.4908
C 3.180 -1.878 0.081 -0.1612
C 3.333 -0.379 0.394 0.6590
O 3.990 0.013 1.335 -0.6340
N 2.676 0.389 -0.488 -0.6284
C 2.485 1.836 -0.390 0.1240
C 1.638 2.260 -1.588 -0.6121
C 3.848 2.530 -0.423 -0.6203
C 1.754 2.152 0.918 -0.6234
H -2.060 -3.375 -2.214 0.1787
H -2.041 -1.642 -2.640 0.1799
H -1.109 -2.811 -3.610 0.2000
H -2.542 -1.921 -0.414 0.2490
H -2.937 -1.297 3.168 0.2089
H -3.764 -1.721 1.643 0.2317
H -2.704 0.933 2.332 0.3857
H -5.042 0.404 -2.191 0.1956
H -3.559 2.786 0.712 0.4099
H -0.461 -1.021 3.186 0.2087
H 1.673 -1.428 2.085 0.2319
H 3.940 -2.167 -0.652 0.2185
H 3.347 -2.455 0.998 0.2006
H 2.155 -0.090 -1.208 0.4114
H 0.670 1.762 -1.569 0.2115
H 1.471 3.334 -1.566 0.2200
H 2.141 2.011 -2.520 0.2117
H 3.723 3.606 -0.338 0.2061
H 4.363 2.308 -1.355 0.2075
H 4.457 2.178 0.404 0.2410
H 1.570 3.220 0.999 0.2069
H 0.804 1.623 0.955 0.2082
H 2.362 1.835 1.761 0.2351

***

48
Properties=species:S:1:pos:R:3:nbo_charge:R:1 method="wB97M-V/def2-TZVPD" gap_ev=7.098 max_force_ev_per_a=7.65 total_charge=-1
C 0.462 -2.388 3.668 -0.6283
C -0.231 -3.058 2.345 -0.4224
C 0.453 -2.657 0.961 -0.7362
As -0.490 -1.141 -0.108 1.3796
C -1.326 -0.409 1.615 -0.9978
C 1.113 -0.006 0.385 -0.8259
C 1.056 1.556 0.371 0.0210
C 0.247 2.513 1.306 -0.2387
C 0.286 4.065 1.249 -0.2435
C 1.184 4.807 0.226 -0.2617
C 2.045 3.910 -0.693 -0.2442
C 1.993 2.338 -0.636 0.0025
C 2.966 1.626 -1.695 -0.6656
N -1.890 -2.426 -0.288 -0.7169
C -1.944 -3.105 -1.347 0.2396
S -2.463 -3.561 -2.892 -0.1896
B 0.620 -1.885 -1.698 0.9247
O 0.317 -1.683 -3.091 -0.9463
O 1.872 -2.653 -1.512 -0.9863
C -1.386 0.262 -1.268 -0.3144
Cl -0.541 1.286 -2.574 -0.0671
C -2.789 0.593 -1.252 -0.0608
C -3.436 1.728 -2.216 -0.6619
Cl -4.009 -0.205 -0.174 -0.0366
H -0.189 -1.525 4.078 0.2041
H 0.656 -3.147 4.497 0.1969
H 1.469 -1.963 3.329 0.2016
H -1.367 -3.057 2.382 0.2161
H 0.041 -4.183 2.485 0.1827
H 0.278 -3.589 0.292 0.1959
H 1.568 -2.467 1.088 0.2119
H -0.540 -0.126 2.397 0.2112
H -1.811 0.604 1.325 0.2220
H -2.183 -1.046 2.007 0.2255
H 1.451 -0.298 1.457 0.2343
H 2.003 -0.360 -0.269 0.2311
H -0.416 2.072 2.114 0.2220
H -0.346 4.718 1.958 0.2115
H 1.232 5.955 0.174 0.2128
H 2.745 4.445 -1.437 0.2048
H 2.381 1.143 -2.564 0.2425
H 3.544 0.820 -1.100 0.2180
H 3.764 2.367 -2.057 0.2099
H 0.730 -2.380 -3.651 0.4685
H 1.674 -3.530 -1.914 0.4736
H -3.050 2.731 -1.829 0.2291
H -3.157 1.572 -3.311 0.2346
H -4.586 1.737 -2.133 0.2159

***

70
Properties=species:S:1:pos:R:3:nbo_charge:R:1 method="wB97M-V/def2-TZVPD" gap_ev=10.317 max_force_ev_per_a=5.58
K 0.653 -1.113 2.752 0.9789
K 1.519 3.521 2.174 0.9882
K 2.493 0.903 -2.228 0.9750
B 0.750 1.560 4.663 1.2917
F 1.793 0.745 4.792 -0.5616
F 1.110 2.833 4.951 -0.5582
F 0.253 1.480 3.385 -0.5969
F -0.280 1.095 5.463 -0.5605
B 0.134 0.767 0.081 1.3277
F 1.435 0.196 0.429 -0.6157
F 0.076 0.684 -1.300 -0.5636
F -0.739 0.012 0.786 -0.5693
F 0.062 2.056 0.459 -0.5604
B 4.349 2.615 -0.219 1.3140
F 3.014 2.382 0.110 -0.5989
F 4.300 3.664 -1.164 -0.5733
F 5.177 2.985 0.793 -0.5506
F 4.850 1.456 -0.777 -0.5769
C -3.875 3.306 -3.545 -0.6483
C -2.552 4.012 -2.921 0.0796
C -1.742 3.332 -1.798 -0.0867
O -0.559 3.072 -2.382 -0.4715
C -0.546 3.339 -3.667 0.9774
O 0.396 3.109 -4.481 -0.6110
O -1.531 4.163 -3.852 -0.4752
H -3.801 2.259 -3.840 0.2181
H -4.403 3.786 -4.369 0.2374
H -4.625 3.319 -2.754 0.2153
H -2.823 5.018 -2.601 0.1925
H -2.294 2.432 -1.527 0.1819
H -1.677 3.968 -0.915 0.1941
C -1.417 -4.971 -1.598 -0.6334
C -0.764 -3.595 -1.335 0.0620
C 0.704 -3.805 -1.222 -0.0882
O 1.140 -2.550 -1.595 -0.4880
C 0.283 -2.047 -2.488 0.9838
O 0.643 -1.267 -3.336 -0.5895
O -0.924 -2.737 -2.388 -0.4837
H -2.398 -4.922 -2.071 0.2329
H -1.584 -5.413 -0.616 0.2193
H -0.870 -5.694 -2.202 0.2212
H -1.128 -3.122 -0.423 0.1682
H 1.110 -4.616 -1.827 0.1959
H 0.985 -3.853 -0.170 0.2072
C -3.405 -0.788 -1.442 -0.6101
C -4.214 -0.834 -0.133 0.0683
C -4.091 0.149 0.949 -0.0874
O -5.467 0.258 1.257 -0.4997
C -6.285 -0.539 0.597 0.9732
O -7.467 -0.623 0.714 -0.5773
O -5.584 -1.050 -0.348 -0.4761
H -3.617 -1.651 -2.073 0.2323
H -2.381 -0.967 -1.113 0.2223
H -3.582 0.097 -2.054 0.2054
H -3.798 -1.746 0.295 0.1522
H -3.705 1.027 0.430 0.1917
H -3.519 -0.307 1.757 0.2044
C 5.543 -1.511 4.033 -0.6308
C 4.302 -0.891 3.239 0.0484
C 4.511 -0.419 1.805 -0.1031
O 4.451 -1.583 1.088 -0.4545
C 3.922 -2.511 1.798 0.9604
O 3.701 -3.689 1.490 -0.6237
O 3.527 -2.046 2.974 -0.5269
H 6.141 -0.642 4.307 0.2170
H 6.149 -2.119 3.362 0.2154
H 5.218 -2.064 4.914 0.2332
H 3.774 -0.124 3.805 0.2279
H 5.497 0.029 1.686 0.2237
H 3.682 0.183 1.433 0.2132

***

71
Properties=species:S:1:pos:R:3:lowdin_charge:R:1 method="wB97M-V/def2-TZVPD" gap_ev=4.734 max_force_ev_per_a=7.70 total_charge=+2
Zr -0.471 2.191 0.168 2.0448
N -0.270 0.724 1.580 -0.4231
S 0.387 -0.737 1.742 0.4964
O -0.418 -1.764 2.309 -0.1684
O 1.788 -0.695 2.001 -0.1857
F 0.429 -1.083 0.179 -0.1787
S -0.667 0.826 3.363 0.6107
O 0.485 0.751 4.191 -0.1609
O -1.878 0.210 3.758 -0.1403
F -0.946 2.363 3.328 -0.1458
B -2.692 2.590 0.592 -0.3162
H -2.482 2.825 -0.501 -0.0045
H -1.911 3.156 1.176 -0.0230
H -3.779 2.817 0.863 0.0822
H -2.431 1.487 0.668 0.0125
C 0.719 7.542 1.759 -0.0415
C 0.954 6.217 1.095 -0.1870
O 1.891 5.435 1.830 0.1439
C 1.776 4.169 2.000 -0.2841
O 0.790 3.529 1.604 -0.0638
C 2.966 3.486 2.704 -0.5382
F 3.571 2.720 1.776 0.1870
F 3.837 4.385 3.120 0.2346
F 2.510 2.705 3.668 0.2154
H 1.653 8.073 1.938 0.1007
H 0.086 7.568 2.648 0.0961
H 0.118 8.195 1.118 0.1013
H 1.160 6.395 0.035 0.1463
H -0.026 5.737 0.967 0.1156
C -2.029 -4.794 1.131 -0.0426
C -1.636 -3.881 -0.002 -0.1790
O -2.816 -3.545 -0.757 0.0636
C -3.404 -2.392 -0.677 -0.3954
O -2.984 -1.387 -0.156 0.1284
C -4.802 -2.457 -1.310 -0.5658
F -5.637 -2.966 -0.415 0.2059
F -5.206 -1.221 -1.610 0.1634
F -4.809 -3.193 -2.404 0.2077
H -2.661 -4.276 1.861 0.0889
H -1.215 -5.137 1.767 0.0925
H -2.636 -5.618 0.756 0.0940
H -0.912 -4.432 -0.598 0.1377
H -1.258 -2.918 0.337 0.0736
C 6.155 -5.449 -0.125 -0.0436
C 5.732 -4.146 0.558 -0.1795
O 4.687 -3.478 -0.170 0.0301
C 4.913 -2.582 -1.092 -0.4123
O 6.000 -2.338 -1.528 0.1777
C 3.619 -1.907 -1.617 -0.5220
F 3.690 -1.834 -2.945 0.1780
F 2.463 -2.497 -1.290 0.1505
F 3.579 -0.658 -1.093 0.1319
H 6.364 -5.248 -1.172 0.0824
H 5.453 -6.269 -0.002 0.0798
H 7.058 -5.686 0.443 0.0892
H 6.520 -3.393 0.604 0.1249
H 5.492 -4.396 1.592 0.1260
C -4.695 1.337 -3.607 -0.0240
C -3.564 1.256 -2.602 -0.1505
O -2.616 0.245 -3.055 0.1315
C -1.509 0.101 -2.431 -0.3082
O -1.157 0.797 -1.470 -0.0664
C -0.593 -0.986 -3.032 -0.5522
F -0.325 -1.896 -2.104 0.1928
F -1.142 -1.526 -4.085 0.2494
F 0.565 -0.390 -3.351 0.1899
H -4.901 2.334 -3.993 0.0928
H -5.638 0.862 -3.344 0.0884
H -4.400 0.792 -4.510 0.1003
H -3.873 1.144 -1.565 0.1227
H -3.027 2.210 -2.615 0.1215

***

49
Properties=species:S:1:pos:R:3:nbo_charge:R:1 method="wB97M-V/def2-TZVPD" gap_ev=8.155 max_force_ev_per_a=0.37
Bi -0.041 -0.163 -0.265 1.6797
O 3.556 -0.224 2.154 -0.6125
C 2.458 -0.150 1.640 0.7483
O 2.138 -0.400 0.418 -0.7854
C 1.281 0.292 2.508 0.1215
C 1.389 0.563 3.859 -0.2018
C 0.251 0.961 4.549 -0.1421
C -0.958 1.081 3.875 -0.2040
C -0.994 0.786 2.525 0.1223
N 0.109 0.401 1.893 -0.5038
C -2.266 0.848 1.685 0.7578
O -3.279 1.272 2.203 -0.6104
O -2.113 0.424 0.477 -0.7926
H 2.355 0.458 4.331 0.2559
H 0.306 1.172 5.609 0.2265
H -1.871 1.392 4.362 0.2551
C -2.452 5.826 1.354 -0.6215
C -1.109 5.477 1.985 -0.2169
N 0.012 5.629 1.065 -0.5963
C 0.359 4.712 0.145 0.3276
S -0.396 3.218 0.020 -0.3586
N 1.368 5.023 -0.695 -0.5916
C 1.991 6.322 -0.881 -0.2221
C 1.208 7.230 -1.829 -0.6194
H -3.252 5.678 2.080 0.2205
H -2.638 5.169 0.505 0.2331
H -2.473 6.864 1.017 0.1960
H -1.126 4.443 2.324 0.2296
H -0.907 6.120 2.843 0.1951
H 0.416 6.549 0.996 0.3899
H 1.507 4.343 -1.423 0.4150
H 2.989 6.145 -1.279 0.2144
H 2.122 6.807 0.088 0.1876
H 1.111 6.757 -2.807 0.2144
H 1.726 8.182 -1.953 0.2167
H 0.205 7.423 -1.445 0.2089
C -1.576 -4.074 1.621 -0.5983
C -1.675 -2.720 0.908 -0.2394
C -2.699 -2.783 -0.226 -0.6104
C -0.295 -2.316 0.391 -0.7705
H -2.568 -4.441 1.890 0.2080
H -0.982 -3.988 2.533 0.2061
H -1.102 -4.813 0.972 0.2007
H -2.015 -1.985 1.645 0.1973
H -2.331 -3.417 -1.038 0.1951
H -2.902 -1.788 -0.619 0.2210
H -3.639 -3.204 0.131 0.2130
H -0.026 -2.941 -0.466 0.2144
H 0.478 -2.442 1.151 0.2263